Here is C6H6N2O3 in the gas phase at a distorted geometry from OMol25. Energies are from ωB97M-V/def2-TZVPD.

## Properties
- ΔE to the lowest compared entry with this formula, charge and spin (kJ/mol) = 156.8
- electronic energy (eV) = -15439.292
- maximum force (eV/Å) = 5.50
- gap between HOMO and LUMO (hartree) = 0.345
- SMILES string = C[C@@]1(O)c2[nH]c(=O)[nH]c(=O)c21
- spin multiplicity = 1

Structure (XYZ):
```
17
Properties=species:S:1:pos:R:3:forces:R:3:lowdin_charge:R:1
C 1.1083 -0.6425 -0.5604 -3.156 3.409 0.218 0.09
C -0.3723 -0.0564 -0.5194 1.756 -1.589 -0.285 -0.44
C 2.3773 -1.3570 -0.5649 -2.202 1.612 1.569 -0.46
C 3.1114 0.7568 0.7436 -0.994 -1.864 -0.695 -0.45
C 0.8660 0.5796 0.0289 1.122 -4.860 -2.318 -0.09
C -1.3609 -0.7636 0.3648 1.263 -0.954 0.724 0.00
N 3.1418 -0.6064 0.3172 2.725 0.165 0.663 0.18
N 1.8035 1.2751 0.6587 1.051 0.769 0.686 0.17
O 2.7233 -2.4141 -0.9697 0.550 -1.285 -0.971 0.12
O 4.0752 1.3209 1.1668 0.000 0.474 0.256 0.11
O -0.9779 0.3958 -1.6387 -0.337 3.403 -1.912 0.02
H -1.5165 -0.0572 1.1333 -0.875 0.649 1.211 0.07
H -0.7485 -1.5668 0.8247 -0.942 0.116 -0.133 0.10
H -2.3164 -1.1162 -0.0394 0.579 0.209 -0.299 0.10
H 4.0210 -1.1192 0.4971 -0.350 0.995 0.043 0.17
H 1.6653 2.2201 0.8779 0.132 1.379 0.610 0.14
H -0.7460 1.3667 -1.8740 -0.323 -2.628 0.632 0.17
```
Forces are in eV/Å.



Here is C5H2N2O2 in the gas phase at a distorted geometry from OMol25. Energies are from ωB97M-V/def2-TZVPD.

## Properties
- ΔE to the lowest compared entry with this formula, charge and spin (kJ/mol) = 0.0
- electronic energy (eV) = -12289.727
- maximum force (eV/Å) = 6.01
- gap between HOMO and LUMO (hartree) = 0.354
- SMILES string = N#CC(C#N)=COC=O
- spin multiplicity = 1

Structure (XYZ):
```
11
Properties=species:S:1:pos:R:3:forces:R:3:lowdin_charge:R:1
C -2.7486 0.2929 -0.1262 1.328 3.055 0.507 -0.32
C -0.4096 -0.3296 0.2955 -2.257 -1.857 -0.843 -0.02
C 0.8752 -0.0510 0.0628 1.726 -0.952 0.737 -0.23
C 1.5950 1.1675 -0.0779 1.170 5.484 0.209 -0.16
C 1.8794 -1.1196 0.0912 2.842 -4.446 -1.899 -0.16
H -3.3615 1.1950 -0.2630 0.650 0.256 -0.058 0.16
H -0.6907 -1.4685 0.4791 0.272 2.786 -0.345 0.20
N 2.1430 2.2263 -0.0470 -2.053 -4.359 -0.321 0.18
N 2.6719 -1.9863 -0.1847 -3.820 4.303 1.744 0.17
O -3.1859 -0.7652 -0.1089 -1.236 -4.001 -0.054 0.16
O -1.4141 0.6193 0.1006 1.379 -0.270 0.324 0.02
```
Forces are in eV/Å.



Here is 15 unconnected molecules or ions with the total composition C28H76BN4O22 at a distorted geometry from OMol25. Energies are from ωB97M-V/def2-TZVPD.

## Properties
- charge = -1
- electronic energy (eV) = -81958.682
- maximum force (eV/Å) = 1.87
- gap between HOMO and LUMO (hartree) = 0.334
- spin multiplicity = 1

Structure (XYZ):
```
131
Properties=species:S:1:pos:R:3:forces:R:3:lowdin_charge:R:1
O -0.7541 -0.0702 3.4669 -0.085 0.235 0.390 0.12
C -0.4841 -0.2005 2.3106 -0.438 0.212 -0.232 -0.35
O -1.3218 -0.0021 1.2908 0.114 -0.045 0.339 0.23
B -0.6304 -0.2571 0.0335 1.046 0.684 -0.378 -0.90
O 0.7089 -0.7596 0.4576 0.055 -0.468 -0.574 0.20
C 0.8579 -0.6856 1.7488 -0.143 -0.656 0.345 -0.38
O 1.8081 -1.0472 2.3894 -0.175 0.309 0.000 0.14
O -0.3165 0.9580 -0.7585 -0.574 0.029 0.001 0.22
C -0.8445 0.8632 -1.9642 0.110 0.180 0.188 -0.36
O -0.8069 1.7032 -2.8139 -0.127 0.024 -0.195 0.14
C -1.5653 -0.5000 -2.0492 -0.340 0.421 -0.113 -0.36
O -1.3686 -1.1137 -0.8946 0.132 -0.609 0.661 0.22
O -2.2559 -0.8911 -2.9414 0.167 -0.082 -0.041 0.15
C 2.1809 2.7432 -4.2359 -0.049 0.133 -0.098 -0.16
O 3.0927 1.8695 -3.6124 0.531 0.000 0.434 -0.14
H 1.1874 2.7265 -3.7806 -0.021 -0.181 -0.064 0.06
H 2.5702 3.7558 -4.1197 0.076 -0.020 -0.025 0.07
H 2.0999 2.5473 -5.3087 -0.111 -0.038 -0.015 0.08
H 2.9331 0.9474 -3.8576 -0.503 0.006 -0.206 0.04
C -5.3468 0.5144 -3.5181 0.314 -0.055 0.651 -0.17
O -4.6194 -0.1727 -4.5052 -0.122 0.179 -0.553 -0.12
H -4.7950 0.5490 -2.5714 -0.133 -0.244 0.093 0.07
H -5.4966 1.5705 -3.7550 -0.020 -0.117 -0.537 0.07
H -6.3193 0.0400 -3.3649 -0.061 0.092 0.149 0.07
H -3.9876 -0.7776 -4.1049 0.042 0.208 0.156 0.04
C -1.0777 -3.9172 1.1713 0.942 -0.775 0.860 -0.14
O -0.0334 -4.2104 0.2477 -0.231 0.249 -0.659 -0.12
H -1.7097 -4.7900 1.3680 -0.243 0.084 -0.392 0.08
H -0.5882 -3.7265 2.1343 -0.378 0.588 0.081 0.07
H -1.6609 -3.0756 0.8125 0.056 0.007 -0.055 0.07
H 0.5855 -4.8322 0.6372 -0.050 0.029 0.144 0.09
C 2.3694 -3.0084 -1.7140 0.095 -0.687 0.609 -0.12
O 1.4071 -1.9875 -1.9026 -0.093 -0.143 -0.346 -0.15
H 2.7400 -2.9854 -0.6855 0.175 0.046 -0.110 0.07
H 1.9372 -4.0035 -1.8656 -0.066 0.071 -0.168 0.08
H 3.2083 -2.8905 -2.3959 -0.107 0.309 -0.059 0.09
H 0.6569 -2.1980 -1.3332 0.025 -0.014 0.002 0.06
C -3.4533 -2.2246 3.3834 -0.058 0.225 -0.375 -0.16
O -4.7751 -2.2737 3.9091 0.374 -0.362 0.292 -0.11
H -2.8186 -1.5685 3.9837 -0.010 0.132 -0.216 0.06
H -2.9466 -3.1934 3.2864 -0.308 -0.158 0.222 0.07
H -3.5619 -1.8330 2.3713 0.235 0.175 0.097 0.08
H -4.6796 -2.4587 4.8491 -0.255 -0.001 -0.041 0.07
C -1.8568 -4.2277 -2.4158 -0.680 -1.188 -0.094 -0.14
O -2.3290 -4.9719 -3.5538 0.288 0.576 -0.544 -0.13
H -2.4614 -3.3291 -2.3458 -0.035 -0.057 0.079 0.07
H -2.0571 -4.9330 -1.6036 0.353 0.752 0.662 0.08
H -0.8023 -3.9465 -2.4486 0.010 -0.145 -0.153 0.06
H -1.7840 -5.7566 -3.6452 0.047 0.014 0.013 0.06
C -3.2852 4.3436 -4.4775 -0.359 0.142 -0.561 -0.18
O -2.2841 3.3935 -4.7463 0.363 0.204 -0.084 -0.11
H -2.9832 5.2093 -3.8751 0.139 -0.454 0.507 0.07
H -3.5684 4.8141 -5.4254 -0.054 -0.362 -0.093 0.07
H -4.1638 3.8286 -4.0779 -0.122 0.421 0.200 0.06
H -2.1512 2.8160 -3.9859 0.112 0.024 -0.021 0.03
C 1.0705 -2.4999 5.5501 -0.761 0.452 1.648 -0.66
O 1.6148 -3.4969 6.0071 0.251 0.611 -0.448 0.01
N -0.1631 -2.5338 4.9742 -0.305 -0.449 -0.738 0.15
N 1.4499 -1.1794 5.7854 0.177 -0.938 -0.113 0.15
H -0.6742 -3.3972 4.9723 0.209 -0.088 -0.029 0.10
H -0.6746 -1.6817 4.8410 0.014 0.059 -0.083 0.05
H 2.1909 -1.0270 6.4425 0.292 0.057 -0.337 0.09
H 1.1988 -0.4889 5.0985 0.144 0.139 0.052 0.07
C 4.6448 -0.3746 -0.2693 0.454 0.386 -0.155 -0.66
O 5.8035 -0.0063 -0.4578 -0.546 -0.093 -0.033 0.00
N 3.5745 0.0852 -0.9865 0.394 -0.007 0.167 0.19
N 4.3364 -1.2966 0.6869 -0.338 -0.666 0.384 0.16
H 3.7026 0.8561 -1.6216 0.015 -0.044 -0.095 0.08
H 2.6584 -0.3007 -0.8553 -0.194 0.011 -0.050 0.06
H 3.4010 -1.4876 1.0254 0.182 0.381 -0.196 0.05
H 5.0798 -1.6857 1.2381 0.206 0.152 -0.172 0.09
C -3.9430 2.0464 5.2665 0.312 -0.147 -0.027 -0.06
C -4.5279 2.4737 3.9207 0.305 -0.569 0.929 -0.49
C -4.2773 1.4932 2.7954 -0.221 0.279 -1.135 -0.04
O -5.9404 2.5919 4.0423 -0.421 0.018 -0.345 -0.05
H -4.3622 1.1088 5.6384 -0.158 -0.053 -0.297 0.08
H -4.1334 2.7934 6.0423 0.099 0.128 -0.087 0.07
H -2.8644 1.8952 5.1753 0.003 0.121 0.063 0.08
H -4.0873 3.4454 3.6653 -0.069 0.001 -0.152 0.13
H -4.5285 0.4474 2.9705 -0.166 0.116 0.524 0.07
H -3.2777 1.5039 2.3574 0.193 0.201 0.471 0.07
H -4.9207 1.8365 1.9781 -0.059 -0.181 -0.033 0.08
H -6.1752 3.0420 4.8573 0.186 0.064 0.064 0.08
C 1.4755 -0.6389 -6.6205 0.167 -0.250 0.233 -0.05
C 0.8307 -0.8016 -5.2551 0.091 -0.026 0.022 -0.48
C 0.1578 -2.1598 -5.1277 -0.237 0.067 0.196 -0.04
O 1.8754 -0.6886 -4.2919 0.574 0.139 0.101 -0.08
H 2.1321 0.2313 -6.6254 -0.058 0.046 -0.057 0.07
H 0.7278 -0.5444 -7.4079 0.003 0.002 0.005 0.08
H 2.0850 -1.5305 -6.7912 0.050 0.098 -0.225 0.08
H 0.1386 0.0365 -5.0979 -0.212 -0.269 0.063 0.14
H -0.5379 -2.3406 -5.9480 0.023 -0.008 0.000 0.09
H -0.3992 -2.2551 -4.1965 -0.098 0.127 0.005 0.05
H 0.9124 -2.9509 -5.1066 0.083 0.070 -0.235 0.09
H 1.7218 -1.2338 -3.5003 -0.400 0.204 -0.173 0.04
C -1.4725 4.1575 0.5781 0.654 -0.185 -0.056 -0.04
C -2.2142 4.1997 -0.7470 -0.841 -0.311 0.369 -0.47
C -3.4213 3.2624 -0.7327 0.427 -1.000 -0.311 -0.04
O -2.7740 5.5053 -0.9111 0.291 0.323 -0.294 -0.06
H -0.6234 4.8494 0.6055 -0.216 0.258 -0.136 0.07
H -0.9941 3.1951 0.7778 -0.404 -0.175 -0.049 0.06
H -2.1699 4.4219 1.3729 0.051 -0.070 0.087 0.08
H -1.5812 3.9447 -1.6044 0.118 0.048 0.138 0.13
H -4.0043 3.3276 -1.6522 -0.166 0.487 0.147 0.07
H -4.0389 3.3652 0.1593 -0.101 0.398 -0.115 0.07
H -3.1177 2.2064 -0.7331 0.340 0.140 0.188 0.07
H -2.0325 6.1128 -1.0217 -0.163 0.034 0.027 0.09
C 3.3806 4.7112 -1.1710 -0.444 -0.744 0.215 -0.04
C 2.7066 4.4524 0.1577 -0.707 0.312 0.126 -0.50
C 1.9902 3.0897 0.2456 0.878 0.946 0.427 -0.04
O 3.6499 4.6474 1.2113 0.397 -0.336 0.002 -0.05
H 4.0869 3.9130 -1.4091 0.267 0.172 0.187 0.09
H 3.8498 5.6913 -1.1709 0.024 -0.003 -0.260 0.08
H 2.5956 4.5929 -1.9214 0.112 0.488 -0.165 0.07
H 1.9460 5.2286 0.3480 -0.109 -0.041 -0.520 0.12
H 1.4454 3.1699 1.1900 -0.213 -0.653 -0.048 0.07
H 2.7486 2.3085 0.2808 -0.120 -0.172 0.105 0.07
H 1.3128 2.8977 -0.5825 -0.077 0.135 0.017 0.07
H 3.1813 4.5976 2.0501 0.019 -0.078 -0.035 0.08
C 4.2761 -3.1051 3.8073 -0.359 0.242 -0.055 -0.05
C 5.7636 -3.3263 3.8826 0.640 -0.360 0.701 -0.50
C 6.1171 -4.0491 5.1832 -0.695 -1.233 -0.557 -0.07
O 6.1601 -4.1232 2.7671 -0.149 0.051 -0.164 -0.05
H 3.9511 -2.4848 2.9760 0.168 0.187 0.061 0.04
H 3.9218 -2.6610 4.7377 -0.028 0.131 -0.076 0.07
H 3.7310 -4.0450 3.7016 0.278 -0.179 0.091 0.09
H 6.3639 -2.4055 3.9130 -0.425 0.238 -0.425 0.14
H 5.9611 -3.4344 6.0659 0.339 0.044 0.035 0.08
H 7.0946 -4.5339 5.1076 0.315 0.611 0.329 0.07
H 5.4516 -4.9195 5.2552 -0.158 0.182 0.183 0.08
H 7.0629 -4.4208 2.9134 0.018 0.070 -0.055 0.08
```
Forces are in eV/Å.



Here is a molecular structure, C33H41N5P2Pt from OMol25. Energies are from ωB97M-V/def2-TZVPD.

## Properties
- charge = +2
- ΔE to the lowest compared entry with this formula, charge and spin (kJ/mol) = 254.6
- electronic energy (eV) = -64149.152
- maximum force (eV/Å) = 0.66
- gap between HOMO and LUMO (hartree) = 0.251
- spin multiplicity = 1

Structure (XYZ):
```
82
Properties=species:S:1:pos:R:3:forces:R:3:lowdin_charge:R:1
Pt -0.5460 -0.3547 -0.5204 -0.091 -0.263 0.386 0.89
C 0.8373 2.9316 2.3015 -0.010 0.024 0.005 -0.09
N 0.3958 1.9801 1.2763 0.062 -0.109 0.094 -0.50
P 0.4920 2.2142 -0.4565 0.336 0.188 -0.539 0.96
C -1.3088 1.9216 -0.8439 0.241 -0.136 0.013 -0.49
C -2.3463 2.1413 0.0823 -0.078 -0.032 0.112 -0.11
C -3.6538 2.3020 -0.3447 0.035 -0.005 0.020 -0.05
C -3.9408 2.2601 -1.7036 -0.026 0.029 -0.014 -0.03
C -2.9374 2.0258 -2.6400 0.070 -0.031 -0.010 -0.05
C -1.6355 1.8524 -2.2161 -0.090 0.041 -0.104 -0.11
C 0.6869 3.9928 -0.7317 -0.213 0.042 0.178 -0.39
C 1.7579 4.3456 -1.5506 0.081 0.022 0.069 -0.11
C 1.9665 5.6746 -1.8971 -0.006 -0.009 0.013 -0.06
C 1.1055 6.6513 -1.4252 0.000 0.014 -0.004 -0.05
C 0.0291 6.3085 -0.6112 0.031 0.013 -0.013 -0.06
C -0.1836 4.9854 -0.2730 -0.088 -0.026 0.013 -0.09
P 0.1521 0.3558 1.5313 -0.024 0.167 -0.229 0.82
C -1.0770 0.0633 2.8059 0.016 0.081 0.014 -0.34
C -0.7123 0.1927 4.1492 -0.021 0.062 0.022 -0.09
C -1.6695 0.0588 5.1421 0.014 -0.010 0.004 -0.04
C -2.9875 -0.2156 4.8043 -0.019 -0.003 -0.006 -0.04
C -3.3530 -0.3646 3.4728 0.011 -0.011 0.031 -0.05
C -2.4019 -0.2241 2.4761 -0.004 -0.087 0.010 -0.10
C 1.6642 -0.4152 2.1320 0.021 0.043 -0.019 -0.37
C 1.6254 -1.6371 2.8112 -0.015 0.007 0.047 -0.10
C 2.8062 -2.2518 3.1972 0.022 0.022 -0.002 -0.06
C 4.0284 -1.6585 2.9005 0.001 -0.016 0.008 -0.05
C 4.0738 -0.4567 2.2083 0.007 0.015 -0.004 -0.05
C 2.8952 0.1655 1.8190 0.003 0.001 -0.014 -0.08
H 0.4139 3.9130 2.1010 0.010 -0.011 0.007 0.07
H 1.9240 3.0246 2.3404 -0.004 -0.009 0.000 0.08
H 0.4776 2.6023 3.2763 0.002 0.008 0.001 0.08
H -2.1025 2.2256 1.1346 -0.026 0.033 -0.014 0.10
H -4.4426 2.4873 0.3723 0.006 -0.008 0.011 0.12
H -4.9578 2.4142 -2.0411 -0.006 -0.003 0.007 0.13
H -3.1781 1.9873 -3.6938 0.009 0.011 -0.002 0.12
H -0.8421 1.7010 -2.9405 -0.003 0.000 0.005 0.11
H 2.4333 3.5799 -1.9137 -0.016 -0.006 -0.016 0.09
H 2.7984 5.9432 -2.5338 0.001 0.001 0.001 0.11
H 1.2658 7.6867 -1.6946 0.001 0.000 0.004 0.12
H -0.6409 7.0772 -0.2504 -0.012 -0.009 -0.001 0.12
H -1.0391 4.7250 0.3407 -0.007 -0.020 0.005 0.10
H 0.3158 0.3924 4.4258 0.004 0.000 -0.011 0.11
H -1.3850 0.1629 6.1802 0.001 0.004 0.000 0.12
H -3.7308 -0.3243 5.5827 0.000 -0.001 -0.001 0.12
H -4.3768 -0.5995 3.2147 0.000 0.000 -0.004 0.12
H -2.6859 -0.3647 1.4411 0.011 0.018 0.007 0.07
H 0.6753 -2.0925 3.0671 -0.014 0.011 -0.001 0.12
H 2.7742 -3.1864 3.7410 0.000 -0.003 0.001 0.12
H 4.9480 -2.1341 3.2144 -0.002 -0.001 0.001 0.12
H 5.0255 0.0056 1.9831 0.002 -0.006 0.000 0.12
H 2.9323 1.1083 1.2854 -0.002 -0.014 0.004 0.10
C -1.0553 -2.6783 -3.8594 0.013 0.054 0.050 0.01
C -2.0836 -2.1143 -2.9478 -0.005 -0.008 -0.114 -0.35
N -1.9521 -1.2937 -1.9129 0.080 0.254 -0.127 -0.05
C -3.2397 -0.9992 -1.4795 -0.034 -0.191 0.140 -0.16
C -4.1405 -1.6672 -2.2325 0.065 0.031 -0.010 -0.04
N -3.3923 -2.3588 -3.1528 -0.018 -0.019 0.024 0.12
H -0.0678 -2.4741 -3.4712 0.069 -0.003 0.015 0.04
H -1.1558 -2.2440 -4.8553 -0.003 0.013 0.012 0.10
H -1.1806 -3.7580 -3.9494 0.021 -0.002 0.005 0.10
H -3.4206 -0.3371 -0.6501 -0.006 -0.020 -0.039 0.08
H -5.2140 -1.7115 -2.1999 -0.001 -0.006 0.003 0.13
H -3.7508 -2.9632 -3.8745 -0.011 0.016 -0.010 0.18
C 1.1916 -4.6990 -0.8625 -0.004 -0.032 0.022 -0.02
C 2.1322 -3.6352 -1.4185 0.081 0.077 -0.050 -0.61
C 2.6466 -4.0407 -2.7947 0.026 -0.048 0.017 -0.03
C 3.3083 -3.3891 -0.4711 -0.011 0.008 0.009 -0.03
N 1.3395 -2.3904 -1.6536 -0.089 -0.123 -0.061 -0.04
N 1.0239 -1.7043 -0.4434 -0.249 0.039 0.101 -0.11
H 1.7587 -5.5845 -0.5765 0.003 -0.008 -0.035 0.10
H 0.4469 -4.9901 -1.6031 -0.003 0.039 -0.004 0.09
H 0.6600 -4.3700 0.0362 0.019 0.000 0.017 0.08
H 3.1226 -5.0189 -2.7371 0.015 0.011 0.005 0.10
H 3.3912 -3.3321 -3.1640 -0.012 0.014 -0.003 0.09
H 1.8342 -4.1063 -3.5181 -0.036 -0.004 0.008 0.08
H 3.9445 -4.2727 -0.4281 -0.012 -0.006 -0.007 0.10
H 2.9858 -3.1817 0.5528 0.013 -0.005 -0.008 0.06
H 3.9256 -2.5560 -0.8180 0.007 0.000 -0.009 0.10
H 1.8779 -1.7392 -2.2182 0.031 0.013 0.018 0.13
H 1.8273 -1.1670 -0.1076 -0.010 -0.046 0.026 0.07
H 0.8702 -2.4039 0.2819 -0.155 -0.072 -0.082 0.08
```
Forces are in eV/Å.